No. 1
Here is 2 unconnected molecules or ions with the total composition C6H14N2O2 in a non-equilibrium geometry from OMol25. Energies are from ωB97M-V/def2-TZVPD.

Values from the calculation:
spin multiplicity	1
charge	0
LUMO energy	0.8	eV
structure (SMILES)	CNC(C)=O.CNC(C)=O
DFT total energy	-13524.1957	eV
HOMO energy	-0.336	Eh

CARTESIAN COORDINATES (ANGSTROEM)
O1 0.536 1.389 -0.523
C1 -1.926 -0.961 0.791
H1 2.992 -0.341 -1.496
C2 -2.756 -1.366 -0.360
H2 -1.803 1.232 3.020
H3 -0.328 1.407 1.979
H4 -2.776 -2.457 -0.245
C3 1.638 0.207 -2.821
H5 -2.242 1.101 0.543
C4 1.578 0.772 -0.395
H6 3.313 0.474 0.924
N1 -1.776 0.366 1.031
H7 2.032 -0.672 1.035
H8 1.894 1.053 -3.446
H9 -3.741 -0.909 -0.271
H10 1.873 0.884 1.800
C5 -1.114 0.719 2.304
H11 2.003 -0.704 -3.342
H12 -0.730 -0.222 2.737
H13 0.524 0.298 -2.885
H14 -2.301 -0.877 -1.214
C6 2.246 0.378 0.917
N2 2.064 0.027 -1.430
O2 -1.200 -1.799 1.346



No. 2
Here is 11 unconnected molecules or ions with the total composition C23H46Cl10O18 in a non-equilibrium geometry from OMol25. Energies are from ωB97M-V/def2-TZVPD.

Values from the calculation:
spin multiplicity	1
charge	0
LUMO energy	0.3	eV
structure (SMILES)	COC(=O)OC.COC(=O)OC.COC(=O)OC.COC(=O)OC.COC(=O)OC.COC(=O)OC.ClCCl.ClCCl.ClCCl.ClCCl.ClCCl
DFT total energy	-186676.1814	eV
HOMO energy	-0.390	Eh

CARTESIAN COORDINATES (ANGSTROEM)
H1 4.189 -1.025 -1.832
Cl1 -5.363 0.405 -1.214
H2 4.686 -1.746 0.703
C1 -5.070 -3.185 5.180
H3 1.587 6.290 1.656
C2 1.153 -3.668 -1.735
Cl2 7.655 -2.324 3.998
O1 -3.668 -4.185 2.167
H4 -0.494 2.912 -0.754
O2 -3.866 -2.127 3.068
H5 -5.905 -2.544 4.909
O3 -4.663 -3.985 4.064
O4 -0.371 -1.728 -2.776
O5 -4.270 -3.123 -5.022
H6 -5.729 -0.516 -6.839
H7 5.622 -1.160 4.289
H8 1.342 6.463 3.381
H9 -5.587 -2.301 -6.696
Cl3 5.812 4.516 -1.298
C3 -4.050 -3.310 3.098
H10 -4.294 0.842 -3.279
H11 -0.447 -1.385 -6.479
C4 4.359 -0.957 1.387
H12 0.225 -4.140 -1.422
H13 -0.864 -0.628 1.289
Cl4 -2.556 0.984 -1.657
H14 -1.152 2.345 2.099
H15 1.582 7.015 0.126
H16 1.392 -3.280 3.592
H17 0.726 1.654 -0.982
Cl5 2.673 -2.031 5.118
Cl6 0.114 -1.334 3.924
H18 -5.385 -3.891 5.946
O6 3.153 -0.393 0.913
C5 1.337 4.813 -1.522
H19 4.420 4.860 0.522
C6 4.577 4.012 -0.131
C7 0.645 4.059 2.648
H20 -0.254 -2.014 0.450
H21 3.694 3.728 -0.690
C8 3.536 -0.554 -2.556
Cl7 3.581 1.189 -2.284
C9 -0.232 -0.929 0.446
H22 2.986 6.275 2.747
O7 1.873 4.555 2.756
O8 0.711 5.211 -0.412
C10 0.296 -2.406 -3.510
C11 -4.605 -2.120 -4.460
H23 -4.016 -3.200 -1.853
H24 -0.235 1.007 2.574
C12 -4.217 1.217 -2.267
O9 1.110 -3.392 -3.141
C13 2.057 -1.120 1.013
H25 -1.622 -1.809 -5.207
C14 0.627 6.625 -0.225
C15 1.956 5.962 2.629
H26 0.641 -3.221 5.219
H27 -2.997 -2.594 1.056
H28 -2.761 -2.066 -1.814
H29 -7.044 -1.434 -6.168
H30 -1.838 -4.051 1.131
O10 -5.445 -1.195 -4.925
H31 -0.987 1.906 3.866
H32 4.240 -1.382 2.383
C16 0.577 2.702 -0.740
H33 2.007 -4.320 -1.591
H34 5.129 -0.195 1.384
C17 -3.375 -2.608 -2.527
H35 -3.273 -4.062 0.179
O11 0.367 -2.278 -4.836
O12 1.056 -0.349 0.607
O13 1.920 5.535 -2.275
H36 -4.395 2.286 -2.258
C18 -0.493 2.021 2.906
O14 1.964 -2.252 1.409
H37 -4.240 -2.606 5.577
H38 0.317 7.134 -1.134
H39 1.314 -2.750 -1.176
C19 1.155 -2.662 4.448
O15 -4.196 -1.717 -3.259
H40 -2.814 -3.310 -3.132
Cl8 4.131 -0.965 -4.173
O16 -0.335 4.672 2.324
C20 -5.952 -1.392 -6.231
H41 2.521 -0.911 -2.450
O17 1.286 3.494 -1.679
O18 0.709 2.764 2.961
Cl9 6.816 -0.612 6.226
H42 -0.556 -0.405 -5.048
C21 -0.616 -1.437 -5.407
C22 -2.857 -3.671 1.115
Cl10 5.077 2.634 0.855
H43 -0.121 6.774 0.551
H44 5.795 -2.568 5.378
C23 6.285 -1.706 4.947
H45 0.891 2.857 0.294
H46 -0.665 -0.486 -0.441



No. 3
Here is 3 unconnected molecules or ions with the total composition C15H31O7S in a non-equilibrium geometry from OMol25. Energies are from ωB97M-V/def2-TZVPD.

Values from the calculation:
spin multiplicity	1
charge	-1
LUMO energy	2.9	eV
DFT total energy	-41226.4138	eV
HOMO energy	-0.203	Eh

CARTESIAN COORDINATES (ANGSTROEM)
O1 3.976 0.840 1.794
C1 0.524 1.654 0.476
H1 5.443 -0.126 0.694
H2 3.122 0.713 -0.081
H3 0.425 -0.384 2.063
H4 2.345 -0.265 1.173
C2 -1.478 0.705 1.861
C3 2.235 -2.933 -2.960
C4 4.869 -0.235 1.620
H5 4.790 -2.632 -4.177
C5 -0.629 -0.479 2.325
C6 2.908 -2.036 -1.936
C7 -0.710 1.933 1.349
H6 0.479 0.648 0.058
H7 -6.239 2.507 1.957
O2 0.533 -1.961 0.066
H8 2.766 -2.422 -0.926
H9 4.338 -1.191 1.572
H10 -5.554 1.864 -1.821
C8 -5.645 1.819 -0.737
H11 -0.683 -0.581 3.409
H12 -1.423 2.513 0.755
S1 -0.899 -2.123 0.291
H13 3.365 -4.702 -2.452
H14 2.539 -1.014 -1.963
H15 2.338 2.763 0.943
C9 -4.355 1.376 -0.059
C10 -5.891 3.177 -0.082
H16 5.474 -3.627 -2.875
C11 3.335 -3.953 -3.246
C12 4.584 -3.080 -3.196
C13 1.858 1.829 1.247
H17 -6.458 1.131 -0.490
H18 -6.928 3.512 -0.132
O3 -1.140 -1.726 1.850
H19 -2.072 1.041 2.714
C14 -5.425 2.915 1.345
H20 0.527 2.358 -0.355
O4 4.314 -2.044 -2.259
H21 3.220 -4.470 -4.199
H22 1.678 1.919 2.319
H23 -5.263 3.939 -0.550
O5 -4.385 1.949 1.256
H24 -2.191 0.381 1.116
H25 1.313 -3.366 -2.578
C15 2.822 0.700 0.973
O6 -1.708 -1.158 -0.478
H26 -4.257 0.295 0.023
H27 -0.445 2.584 2.185
H28 -5.039 3.809 1.839
H29 5.541 -0.264 2.475
H30 -3.475 1.755 -0.588
H31 2.001 -2.370 -3.868
O7 -1.368 -3.490 0.264



No. 4
Here is 9 unconnected molecules or ions with the total composition C43H42F48N2O9S in a non-equilibrium geometry from OMol25. Energies are from ωB97M-V/def2-TZVPD.

Values from the calculation:
spin multiplicity	2
charge	-1
LUMO energy (spin up / spin down)	1.6 / 1.6	eV
expectation value of S²	0.763
DFT total energy	-207946.0430	eV
HOMO energy (spin up / spin down)	-0.012 / -0.171	Eh

CARTESIAN COORDINATES (ANGSTROEM)
F1 -5.686 -2.832 1.634
H1 1.923 2.652 -3.900
C1 0.669 2.838 5.069
C2 1.569 -6.401 -1.145
N1 3.661 -3.370 2.753
H2 3.400 -3.104 0.743
F2 -6.463 -0.289 0.652
C3 -4.330 -2.097 -0.061
C4 2.200 -9.986 -2.043
C5 1.299 -7.810 -1.497
H3 1.403 -3.662 5.186
H4 0.931 -7.817 -2.523
C6 1.536 -2.398 -4.035
H5 1.558 -3.135 -3.232
F3 5.043 -1.031 6.368
F4 -3.956 1.334 2.788
F5 -0.521 1.707 -3.770
C7 -3.464 -3.806 1.549
F6 0.234 -4.369 -1.425
H6 2.240 3.780 -5.245
H7 -1.269 -0.905 -5.094
F7 0.134 3.104 3.848
F8 6.804 1.578 2.618
C8 -3.191 -1.540 -4.410
H8 -7.260 1.241 -1.262
H9 -0.183 6.359 -1.682
F9 -3.054 3.300 -3.558
C9 -1.220 1.109 -0.874
F10 -6.278 0.540 -2.851
C10 -1.881 7.378 1.958
H10 -1.078 -0.139 5.853
F11 0.977 0.644 4.363
F12 2.275 -5.818 -2.118
H11 3.376 -0.194 3.809
H12 2.328 1.362 -7.891
H13 -2.056 4.516 -4.636
F13 -5.591 1.329 4.130
H14 5.737 1.850 7.487
H15 -4.185 2.625 4.231
H16 2.287 -11.103 -3.979
C11 1.907 2.203 -7.340
H17 -3.467 -2.185 -0.721
C12 0.117 7.348 -1.336
F14 0.487 9.685 -1.810
S1 0.305 -2.964 -5.243
C13 -0.905 0.937 5.859
O1 0.529 -4.357 -5.497
F15 -2.798 6.653 2.556
H18 -2.920 -2.981 2.009
H19 0.521 -8.211 -0.847
F16 -1.471 10.110 -3.280
H20 -1.193 1.443 6.780
C14 -3.189 0.829 5.054
F17 -2.475 2.874 -5.597
H21 1.295 -1.369 -3.766
O2 2.446 -8.703 -1.480
O3 0.221 3.425 -5.001
H22 -2.119 1.437 -1.374
C15 4.202 1.558 2.834
H23 -3.649 -2.336 -4.996
F18 0.979 -9.588 -4.012
H24 1.756 2.916 5.033
C16 1.598 2.974 -4.890
F19 0.199 3.701 5.977
O4 -0.502 7.780 -0.024
C17 -6.742 0.347 -1.609
H25 -1.425 -1.036 -3.272
O5 -5.390 -1.450 -0.855
F20 6.468 0.364 8.472
C18 -0.618 1.900 0.111
H26 0.865 2.068 1.604
O6 4.353 0.920 5.351
H27 -0.133 -3.712 3.223
F21 0.658 2.571 -7.756
F22 6.519 0.462 5.464
C19 -4.715 -3.239 0.799
F23 -2.474 6.823 -0.292
C20 3.157 -3.406 3.983
H28 -3.525 -1.745 -3.393
C21 0.202 -5.669 -1.160
C22 5.696 2.270 2.759
F24 1.128 -10.500 -1.483
H29 1.172 7.277 -1.070
C23 0.563 1.377 5.387
C24 2.078 -10.129 -3.535
F25 3.013 -9.483 -4.178
C25 0.504 1.471 0.779
H30 2.439 -2.326 -4.641
C26 -1.481 8.930 -2.589
H31 -2.133 9.101 -1.732
C27 2.815 -3.126 1.651
F26 3.158 1.512 -5.254
F27 3.883 1.008 1.647
H32 0.875 -3.316 0.829
F28 3.271 2.488 3.053
F29 1.073 0.837 -5.483
F30 -3.251 -0.463 4.914
F31 -0.828 7.490 2.807
H33 5.633 2.839 1.831
H34 3.830 -3.555 4.814
O7 -1.869 1.437 4.937
H35 -2.345 8.335 1.719
O8 -1.087 -2.713 -4.344
F32 -2.515 -4.366 0.841
H36 0.493 -1.576 -0.554
F33 2.157 -6.304 0.069
O9 0.275 -2.069 -6.384
C28 0.924 -3.574 3.050
C29 1.913 1.846 -5.748
F34 -0.842 5.689 0.688
C30 1.774 -3.567 4.176
C31 0.897 0.212 0.591
C32 -1.661 -1.466 -4.246
F35 1.356 1.094 6.442
C33 -5.774 -0.130 -0.515
H37 -3.980 -1.254 0.534
C34 -2.111 3.444 -4.447
C35 1.398 -3.229 1.771
C36 -0.748 2.957 -3.949
F36 -3.512 0.921 6.267
H38 1.617 -0.311 1.204
F37 -4.682 0.639 -0.411
F38 0.571 8.434 -3.394
F39 5.891 3.076 3.806
F40 -7.757 -0.564 -1.671
F41 -3.795 -4.770 2.464
C37 5.455 0.810 7.653
N2 -0.817 -0.178 -1.113
F42 -2.092 7.987 -3.249
H39 -0.433 -6.131 -1.916
F43 2.837 3.165 -7.620
C38 -4.259 1.545 4.105
H40 5.076 -0.245 3.692
C39 5.382 0.252 6.185
F44 3.226 -10.771 -1.687
F45 -0.490 3.550 -2.781
F46 -5.228 -4.115 -0.114
F47 4.421 0.814 8.508
C40 0.008 8.563 -2.273
H41 -3.493 -0.508 -4.590
F48 -0.461 -5.983 -0.018
C41 4.261 0.415 3.989
C42 0.142 -0.573 -0.359
C43 -1.423 6.850 0.612
H42 -1.126 2.848 0.209



No. 5
Here is a molecular structure, C22H20F5N2O7P2ReS2 from OMol25. Energies are from ωB97M-V/def2-TZVPD.

Values from the calculation:
spin multiplicity	4
charge	-1
LUMO energy (spin up / spin down)	2.5 / 1.8	eV
expectation value of S²	3.775
DFT total energy	-96427.2815	eV
HOMO energy (spin up / spin down)	-0.187 / -0.198	Eh

CARTESIAN COORDINATES (ANGSTROEM)
F1 0.234 -0.455 -3.998
C1 -2.157 5.070 -0.428
H1 2.518 -2.298 -2.547
H2 -2.292 3.650 -2.025
H3 -0.897 -4.088 4.600
C2 -1.244 2.814 -0.362
H4 -2.194 -2.688 0.278
S1 1.718 -0.513 1.131
C3 -0.767 3.058 0.933
H5 -2.687 5.842 -0.972
P1 0.986 -3.612 -1.804
H6 -1.861 6.260 1.344
C4 1.141 2.614 2.338
C5 3.531 0.888 -4.131
F2 4.965 1.561 -2.396
O1 0.749 -2.570 -0.695
O2 -1.845 -1.985 -4.225
H7 -3.188 -1.831 1.492
C6 1.645 0.010 -2.158
H8 -1.345 1.760 3.215
H9 -2.354 0.773 1.077
C7 3.804 1.016 -2.786
O3 0.915 -5.022 -1.439
H10 -2.457 -2.581 -4.675
C8 -0.394 -3.395 3.938
C9 0.979 -3.222 4.009
P2 -1.534 -2.597 -2.782
O4 -0.046 -3.191 -2.992
Re1 0.162 -0.611 -0.687
H11 -2.917 -1.129 -0.114
H12 1.815 1.794 2.584
C10 2.873 0.601 -1.848
O5 -2.547 -3.600 -2.424
H13 2.685 -2.227 3.164
C11 1.411 -0.034 -3.532
H14 -0.042 0.589 3.058
O6 -1.358 -1.415 -1.811
C12 -0.759 1.175 2.483
F3 2.001 0.269 -5.801
C13 -0.500 -1.809 2.124
H15 -2.432 -0.099 2.618
C14 1.610 -2.352 3.135
C15 -1.935 3.841 -1.020
N1 -1.253 -1.007 1.156
S2 -1.169 1.303 -1.264
N2 -0.004 2.073 1.624
C16 -1.013 4.300 1.523
C17 -1.760 0.244 1.823
O7 2.390 -3.257 -2.490
C18 -1.695 5.305 0.861
H16 1.564 -3.780 4.730
C19 -1.129 -2.685 2.998
F4 4.416 1.284 -5.048
H17 -0.647 4.480 2.526
C20 0.884 -1.640 2.183
H18 0.871 3.130 3.274
F5 3.236 0.860 -0.583
H19 1.672 3.315 1.695
C21 2.312 0.366 -4.504
C22 -2.469 -1.716 0.680
H20 -2.196 -2.838 2.949



Q: What is the formula in the fifth record?
A: C22H20F5N2O7P2ReS2